# C24H46AlBrF9O13S2

C24H46AlBrF9O13S2 as an isolated structure in a non-equilibrium geometry (ωB97M-V/def2-TZVPD, OMol25).

Each line ends with the Mulliken charge.
Element x y z (Å)
O 7.401 -5.647 -4.338  -0.47
C 6.735 -6.446 -3.873  0.07
Br 7.354 -7.479 -2.289  -0.25
C 5.346 -6.782 -4.337  -0.39
Al 5.363 -8.514 -5.447  0.36
O 4.881 -8.253 -7.152  -0.57
S 7.551 -9.187 -5.541  -0.47
S 4.241 -10.244 -4.378  1.19
O 4.945 -10.475 -3.126  -0.64
O 4.260 -11.462 -5.164  -0.68
C 2.455 -9.849 -3.876  0.34
F 2.441 -8.907 -2.930  -0.25
F 2.021 -10.971 -3.290  -0.29
C 1.509 -9.533 -5.092  0.56
F 0.610 -10.531 -5.153  -0.33
F 2.190 -9.606 -6.221  -0.23
C 0.667 -8.238 -4.972  0.68
F -0.246 -8.295 -5.954  -0.33
F -0.027 -8.191 -3.844  -0.31
C 1.412 -6.887 -5.158  0.70
F 2.285 -6.893 -6.129  -0.25
F 1.995 -6.449 -4.064  -0.23
F 0.479 -5.981 -5.477  -0.29
H 4.738 -6.933 -3.432  0.37
H 4.981 -5.934 -4.926  0.39
H 5.656 -8.389 -7.712  0.22
H 7.654 -10.013 -4.477  0.10
C -2.286 -6.125 -2.876  -0.65
O -2.276 -4.748 -2.559  -0.30
C -1.602 -3.978 -3.543  -0.41
C -2.047 -2.531 -3.485  -0.43
O -3.306 -2.292 -4.107  -0.48
C -4.459 -2.762 -3.420  -0.37
C -4.813 -1.946 -2.193  -0.58
O -3.979 -2.293 -1.099  -0.30
C -3.853 -1.244 -0.163  -0.80
H -1.269 -6.520 -2.907  0.16
H -2.846 -6.644 -2.099  0.34
H -2.785 -6.297 -3.837  0.33
H -1.798 -4.379 -4.544  0.33
H -0.525 -4.036 -3.336  0.35
H -1.329 -1.941 -4.061  0.41
H -2.032 -2.146 -2.464  0.13
H -4.375 -3.825 -3.187  0.14
H -5.279 -2.655 -4.135  0.41
H -5.852 -2.150 -1.902  0.41
H -4.709 -0.880 -2.429  0.34
H -3.424 -0.354 -0.638  0.33
H -3.176 -1.571 0.625  0.28
H -4.826 -1.002 0.277  0.37
C -0.963 5.623 2.624  -0.77
O -1.914 4.666 3.037  -0.26
C -3.075 4.674 2.222  -0.59
C -3.810 3.352 2.321  -0.42
O -3.227 2.313 1.543  -0.42
C -1.998 1.778 2.033  -0.46
C -2.169 0.911 3.264  -0.55
O -2.330 1.709 4.427  -0.25
C -3.034 1.036 5.447  -0.77
H -1.373 6.635 2.711  0.38
H -0.090 5.536 3.269  0.16
H -0.647 5.431 1.592  0.36
H -2.806 4.863 1.176  0.35
H -3.730 5.482 2.577  0.42
H -4.808 3.497 1.899  0.40
H -3.942 3.042 3.358  0.17
H -1.262 2.567 2.188  0.16
H -1.620 1.142 1.229  0.47
H -1.273 0.292 3.404  0.40
H -3.039 0.258 3.125  0.35
H -4.034 0.748 5.102  0.33
H -3.145 1.720 6.287  0.24
H -2.485 0.148 5.779  0.33
C 2.798 12.756 4.598  -0.78
O 1.863 11.783 5.008  -0.25
C 0.702 11.774 4.192  -0.60
C -0.011 10.440 4.286  -0.37
O 0.589 9.412 3.504  -0.46
C 1.826 8.897 3.994  -0.46
C 1.669 8.023 5.225  -0.46
O 1.493 8.824 6.384  -0.28
C 0.796 8.145 7.406  -0.77
H 2.375 13.763 4.687  0.32
H 3.669 12.678 5.247  0.23
H 3.119 12.576 3.566  0.33
H 0.969 11.970 3.146  0.36
H 0.034 12.569 4.550  0.41
H -1.011 10.569 3.864  0.41
H -0.138 10.124 5.322  0.17
H 2.552 9.695 4.154  0.17
H 2.216 8.270 3.187  0.45
H 2.572 7.417 5.370  0.41
H 0.809 7.358 5.086  0.28
H -0.199 7.842 7.059  0.32
H 0.673 8.831 8.243  0.24
H 1.356 7.266 7.742  0.33

Computed properties:
HOMO level = -5.8 eV
E_tot = -175018.791 eV
Spin multiplicity = 1
Charge = -1